Record 1
60
Properties=species:S:1:pos:R:3:forces:R:3:lowdin_spin:R:1 method="wB97M-V/def2-TZVPD" gap_ev="8.1 / 5.9" charge=+1 spin_multiplicity=5 s_squared=6.02 lumo_ev="-2.206 / -5.757" largest_force_ev_per_a=0.52 homo_energy_ev="-10.3100 / -11.7036" e_above_lowest_kcal_mol=6.3
Ir -0.854 0.594 0.697 -0.177 0.423 0.254 2.061
Cl 0.303 2.081 2.748 0.088 -0.028 -0.056 0.108
C 1.991 1.614 2.641 -0.008 -0.049 -0.029 0.002
C 2.879 2.299 3.453 0.001 -0.031 -0.041 0.003
C 4.224 1.970 3.398 0.001 0.016 0.004 0.000
C 4.670 0.977 2.536 0.039 0.022 0.028 0.001
C 3.767 0.307 1.732 -0.026 0.016 -0.018 0.003
C 2.404 0.609 1.773 0.013 -0.004 0.087 0.014
P 1.263 -0.360 0.745 -0.051 -0.078 -0.078 0.090
C 2.144 -0.516 -0.833 0.044 -0.062 -0.021 0.005
C 2.728 -1.716 -1.231 -0.077 0.013 0.065 0.004
C 3.419 -1.789 -2.431 0.031 -0.034 -0.028 0.000
C 3.540 -0.666 -3.233 0.013 0.039 -0.039 0.004
C 2.974 0.539 -2.834 0.000 0.007 0.020 0.000
C 2.277 0.615 -1.641 0.005 -0.040 0.030 0.003
C 1.184 -2.007 1.479 0.034 0.028 0.083 0.022
C 1.745 -2.297 2.719 0.021 0.002 -0.036 0.010
C 1.566 -3.555 3.278 -0.009 -0.048 0.015 0.000
C 0.833 -4.521 2.607 0.027 0.018 0.038 0.010
C 0.263 -4.230 1.374 -0.013 -0.025 -0.011 -0.001
C 0.426 -2.975 0.818 -0.013 0.016 -0.048 0.012
H 2.520 3.075 4.113 0.002 0.001 0.003 0.001
H 4.927 2.500 4.027 -0.005 0.000 0.003 0.000
H 5.721 0.726 2.491 -0.003 0.006 0.000 0.000
H 4.117 -0.463 1.055 -0.008 -0.005 0.004 0.000
H 2.645 -2.594 -0.605 0.004 -0.021 0.002 0.000
H 3.869 -2.724 -2.736 -0.008 0.001 0.007 0.000
H 4.083 -0.726 -4.167 -0.004 0.011 0.003 0.000
H 3.081 1.421 -3.452 -0.005 -0.003 -0.002 0.000
H 1.847 1.559 -1.333 -0.028 0.021 0.009 0.001
H 2.317 -1.554 3.258 -0.001 0.023 -0.027 0.000
H 2.001 -3.775 4.244 -0.001 -0.008 -0.004 0.000
H 0.695 -5.499 3.048 0.002 0.003 0.003 0.001
H -0.325 -4.976 0.857 0.005 0.004 -0.001 0.000
H -0.052 -2.743 -0.128 0.011 0.013 0.002 0.000
O -1.940 -1.473 2.073 -0.020 -0.259 0.155 0.161
S -3.118 -1.000 1.366 -0.060 0.191 0.030 0.012
O -2.801 -0.648 -0.036 0.116 -0.127 -0.170 0.125
O -4.364 -1.650 1.570 -0.022 -0.001 -0.013 0.005
S -3.092 0.957 2.182 0.133 -0.098 -0.044 0.907
C -4.891 1.775 -0.941 -0.049 0.011 -0.017 0.014
N -3.593 2.434 -1.091 0.086 -0.085 -0.063 0.025
C -3.448 3.663 -0.321 0.007 0.056 0.035 0.017
C -2.535 1.811 -1.624 -0.035 -0.135 -0.002 0.051
S -0.921 2.145 -1.021 -0.024 0.113 -0.098 0.261
N -2.685 0.933 -2.610 0.001 0.137 0.077 0.028
C -1.631 -0.014 -2.971 0.048 -0.009 -0.018 0.006
C -3.823 0.963 -3.524 -0.042 -0.048 -0.028 0.003
H -5.192 1.865 0.105 -0.013 0.017 -0.015 0.010
H -4.807 0.718 -1.172 0.006 -0.019 0.001 0.000
H -5.657 2.242 -1.562 0.007 -0.021 0.008 0.001
H -4.348 4.260 -0.465 0.005 -0.009 0.001 0.001
H -2.590 4.232 -0.664 0.002 0.003 0.000 0.004
H -3.333 3.451 0.745 0.004 0.006 -0.016 0.008
H -1.136 -0.388 -2.080 -0.008 -0.012 -0.027 0.001
H -0.893 0.453 -3.626 0.000 -0.010 0.001 0.003
H -2.096 -0.850 -3.488 -0.015 0.016 0.004 0.000
H -4.341 1.913 -3.447 -0.016 0.019 -0.004 0.000
H -4.518 0.145 -3.329 0.003 0.012 -0.024 0.001
H -3.436 0.860 -4.537 -0.020 0.004 0.005 0.001

Record 2
57
Properties=species:S:1:pos:R:3:forces:R:3:lowdin_charge:R:1 method="wB97M-V/def2-TZVPD" gap_ev=6.3 charge=+1 lumo_ev=-4.121 largest_force_ev_per_a=4.02 homo_energy_ev=-10.4306 e_above_lowest_kcal_mol=13.1
C -0.869 -2.076 -5.446 -0.441 0.421 -1.650 0.067
C -1.383 -1.242 -6.394 0.605 -2.341 0.692 -0.317
H -0.856 -3.146 -5.646 0.165 0.201 0.205 0.071
H -0.407 -1.700 -4.546 -0.311 -0.194 -0.491 0.001
C -1.499 0.174 -6.159 0.353 2.079 1.456 -0.317
C -1.132 0.729 -4.963 -0.784 -0.195 -1.488 0.063
H -0.835 0.132 -4.104 -0.016 0.313 -0.302 0.019
H -1.217 1.807 -4.844 0.043 -0.222 0.139 0.060
C -1.829 -1.817 -7.724 -0.182 -0.168 0.125 -0.060
H -1.599 -2.888 -7.748 -0.073 0.224 -0.076 0.076
H -1.324 -1.342 -8.578 -0.094 -0.057 0.321 0.088
H -2.912 -1.703 -7.883 0.271 0.038 0.052 0.087
C -2.049 1.052 -7.267 0.171 0.169 0.027 -0.061
H -3.029 0.708 -7.632 0.300 0.012 0.209 0.087
H -1.379 1.085 -8.140 -0.148 -0.088 0.251 0.089
H -2.164 2.076 -6.898 -0.014 -0.163 -0.125 0.074
Cu 0.248 0.063 2.565 0.407 -0.031 -0.147 0.401
O 0.383 -0.385 0.620 1.117 0.503 -2.538 0.020
C 1.014 0.106 -0.350 -0.843 -0.127 2.992 -0.313
O 1.572 1.480 2.179 2.024 1.075 -2.442 0.051
C 2.221 1.671 1.127 -1.541 -0.343 2.586 -0.417
O 3.223 2.532 1.090 0.010 -0.357 -1.125 0.106
N 2.005 1.076 -0.101 -0.188 -0.294 -0.451 0.091
C 3.761 2.567 -0.282 0.705 0.936 0.669 -0.062
C 2.972 1.578 -1.092 -0.493 -0.658 -0.359 -0.086
H 4.823 2.301 -0.227 -0.308 0.210 0.086 0.141
H 3.641 3.589 -0.663 0.136 -0.266 0.305 0.141
H 3.611 0.763 -1.456 -0.296 0.153 0.005 0.146
H 2.464 2.062 -1.934 0.115 -0.174 0.185 0.135
C 0.788 -0.272 -1.724 -0.527 -0.583 -1.127 -0.047
C -0.031 -1.302 -2.039 0.955 0.851 0.872 0.134
H 1.284 0.322 -2.501 -0.055 -0.580 0.257 0.109
H -0.627 -1.792 -1.269 0.315 -0.037 -0.187 0.102
H -0.042 -1.672 -3.049 -0.301 0.061 0.261 0.031
C 3.175 -0.853 7.220 -0.262 -0.021 -0.282 -0.057
C 1.891 -1.342 7.511 -0.251 0.118 -0.466 -0.056
C 0.881 -1.249 6.552 0.517 0.028 0.493 -0.010
C 1.157 -0.696 5.290 0.698 -0.741 0.999 -0.244
C 2.448 -0.212 4.992 -0.572 -0.183 0.050 -0.002
C 3.447 -0.291 5.963 -0.165 -0.028 0.101 -0.064
N 0.116 -0.596 4.365 -1.897 -2.008 2.914 0.018
N -1.049 -0.987 4.888 3.579 1.501 -0.550 0.119
C -2.052 -0.414 4.176 -1.278 0.875 -2.528 -0.296
C -3.411 -0.406 4.577 1.224 -0.256 -0.118 0.025
C -4.321 0.253 3.763 0.247 0.271 -0.415 -0.041
C -3.859 0.920 2.613 -0.063 -0.109 0.022 -0.038
C -2.507 0.874 2.287 0.021 -0.629 0.639 -0.089
N -1.619 0.204 3.041 -3.123 0.855 -0.179 0.023
H 3.958 -0.904 7.978 -0.204 0.019 -0.261 0.112
H 1.648 -1.786 8.477 0.242 0.179 -0.221 0.111
H -0.149 -1.566 6.743 0.711 0.020 0.164 0.109
H 2.606 0.252 4.017 0.135 -0.152 0.293 0.094
H 4.444 0.099 5.745 -0.341 -0.135 0.077 0.111
H -3.650 -0.908 5.514 -0.191 0.116 -0.342 0.122
H -5.384 0.257 4.001 0.303 0.046 0.023 0.118
H -4.531 1.467 1.956 0.026 -0.149 0.263 0.111
H -2.068 1.347 1.408 -0.433 0.014 0.137 0.119

Record 3
58
Properties=species:S:1:pos:R:3:forces:R:3:lowdin_charge:R:1 method="wB97M-V/def2-TZVPD" gap_ev=7.6 charge=0 smiles="CCN(CC)CCCNC(=O)c1cc2nc3c(c(C(F)(F)F)n2n1)CCc1ccccc1-3" lumo_ev=-0.599 largest_force_ev_per_a=1.14 homo_energy_ev=-8.2021
C -6.981 -1.401 0.459 0.099 0.240 -0.157 -0.086
C -6.525 -0.413 -0.609 -0.109 -0.107 0.051 -0.262
N -6.068 -1.066 -1.824 -0.085 0.035 -0.038 -0.201
C -5.905 -0.128 -2.923 -0.259 -0.008 -0.091 -0.271
C -7.239 0.168 -3.605 0.287 0.012 0.083 -0.088
C -4.950 -1.969 -1.652 0.293 0.114 0.074 -0.210
C -3.625 -1.335 -1.193 -0.215 -0.352 -0.076 -0.161
C -2.518 -2.386 -1.121 -0.255 0.064 0.067 -0.181
N -1.265 -1.816 -0.692 -0.004 0.098 -0.236 0.066
C -0.705 -2.082 0.505 -0.147 0.027 -0.374 -0.449
O -1.151 -2.867 1.319 0.068 -0.052 0.243 0.070
C 0.550 -1.321 0.728 0.895 0.418 0.408 -0.171
C 1.409 -1.410 1.822 -0.074 0.080 -0.205 0.078
C 2.432 -0.512 1.550 -0.867 -0.210 -0.562 -0.225
N 3.528 -0.170 2.204 0.748 0.203 0.409 0.206
C 4.341 0.710 1.675 -0.614 -0.290 -0.258 -0.144
C 4.074 1.343 0.414 -0.585 -0.246 -0.192 -0.055
C 2.920 0.999 -0.240 0.474 0.274 0.022 0.004
C 2.526 1.641 -1.550 -0.219 0.386 -0.768 -0.557
F 3.385 1.318 -2.537 0.169 -0.190 0.143 0.146
F 1.313 1.323 -1.988 0.036 0.005 0.097 0.156
F 2.553 2.986 -1.462 0.098 0.016 0.294 0.148
N 2.104 0.057 0.305 0.453 -0.230 0.916 0.011
N 0.984 -0.432 -0.177 -0.943 -0.419 -0.487 0.131
C 5.043 2.372 -0.081 0.222 0.121 -0.131 -0.116
C 6.473 1.968 0.274 -0.131 0.048 -0.063 -0.119
C 6.602 1.701 1.744 -0.118 -0.085 0.076 -0.170
C 7.747 2.029 2.451 0.032 -0.006 0.070 -0.033
C 7.851 1.737 3.801 0.037 0.013 -0.042 -0.073
C 6.807 1.103 4.459 0.008 -0.023 0.052 -0.075
C 5.661 0.767 3.767 -0.021 0.051 -0.140 -0.011
C 5.548 1.065 2.410 0.554 0.219 0.308 -0.111
H -6.139 -1.906 0.924 0.057 -0.097 0.091 0.064
H -7.527 -0.871 1.235 -0.023 0.001 0.115 0.071
H -7.637 -2.145 0.015 -0.081 -0.105 -0.020 0.079
H -7.380 0.206 -0.889 0.081 0.059 0.053 0.106
H -5.757 0.260 -0.187 -0.071 0.023 -0.049 0.114
H -5.239 -0.581 -3.661 0.066 0.044 0.041 0.113
H -5.445 0.819 -2.591 0.079 -0.078 -0.056 0.116
H -7.075 0.774 -4.492 -0.057 0.117 -0.101 0.068
H -7.714 -0.765 -3.896 -0.057 -0.084 -0.047 0.074
H -7.913 0.705 -2.944 -0.110 0.068 0.037 0.059
H -4.788 -2.468 -2.613 -0.006 -0.071 0.057 0.121
H -5.244 -2.736 -0.934 0.062 -0.095 -0.040 0.112
H -3.332 -0.547 -1.892 0.008 0.088 0.015 0.111
H -3.749 -0.887 -0.207 0.055 0.079 0.030 0.113
H -2.777 -3.157 -0.391 0.018 0.010 -0.152 0.124
H -2.385 -2.855 -2.102 -0.037 -0.041 0.093 0.126
H -0.827 -1.108 -1.263 0.045 -0.054 0.080 0.128
H 1.301 -2.039 2.678 0.021 -0.130 0.221 0.117
H 4.959 2.516 -1.158 -0.036 0.035 0.094 0.112
H 4.807 3.326 0.403 0.030 0.015 -0.055 0.142
H 7.165 2.753 -0.033 0.016 -0.048 -0.005 0.121
H 6.737 1.059 -0.277 0.025 0.041 -0.055 0.136
H 8.564 2.517 1.940 0.078 0.055 -0.058 0.112
H 8.748 2.003 4.339 0.075 0.025 0.050 0.104
H 6.891 0.873 5.510 -0.003 -0.015 0.092 0.103
H 4.836 0.273 4.255 -0.058 -0.048 0.076 0.110

Record 4
60
Properties=species:S:1:pos:R:3:forces:R:3:lowdin_charge:R:1 method="wB97M-V/def2-TZVPD" gap_ev=6.7 charge=+1 lumo_ev=-4.759 largest_force_ev_per_a=1.49 homo_energy_ev=-11.4498
C -6.069 -0.795 -0.322 0.544 -0.099 -0.130 0.028
C -4.969 -0.921 -1.089 -0.368 0.337 0.608 -0.186
C -3.931 -1.954 -0.738 0.748 0.763 0.197 -0.130
C -2.490 -1.526 -0.855 0.414 -0.178 -0.310 -0.108
C -1.593 -2.224 -1.635 -0.247 0.473 0.411 0.071
C -0.280 -1.764 -1.712 0.805 -0.798 -0.946 -0.059
N 0.200 -0.692 -1.142 -0.937 0.104 0.610 0.119
N -0.690 -0.039 -0.391 0.704 -0.232 0.287 -0.194
P -0.035 1.514 0.425 -0.343 1.058 -0.111 0.625
O 1.348 1.690 -0.348 -0.103 -0.387 0.536 -0.353
I 0.606 0.689 2.627 0.027 -0.288 -0.434 0.640
C -1.956 -0.395 -0.200 -0.471 -0.133 -0.018 -0.231
C -2.813 0.420 0.723 -0.418 -0.263 0.220 -0.205
S -3.400 1.946 -0.065 1.021 0.924 -0.576 0.659
O -2.933 1.899 -1.423 -0.308 -0.431 -0.124 -0.333
O -3.023 3.067 0.735 -0.441 -0.135 0.480 -0.334
H -5.940 -0.844 0.756 -0.515 -1.329 0.040 0.070
H -7.066 -0.700 -0.730 0.052 1.361 0.066 0.075
H -4.807 -0.268 -1.941 -0.419 -0.994 -0.903 0.116
H -4.078 -2.762 -1.456 -0.037 -0.070 0.020 0.133
H -4.120 -2.397 0.243 -0.076 0.117 0.090 0.142
H -1.864 -3.110 -2.194 -0.068 -0.033 0.007 0.135
H 0.426 -2.332 -2.309 0.075 0.090 -0.055 0.118
H 2.092 1.276 0.118 0.203 -0.021 -0.380 0.041
H -3.715 -0.141 0.962 0.032 -0.105 -0.013 0.089
H -2.349 0.644 1.683 0.163 0.267 -0.093 0.064
H -4.748 1.812 -0.081 0.035 -0.189 0.203 0.086
N 6.457 2.577 -1.121 -0.034 0.029 0.000 0.056
C 5.195 2.166 -1.196 -0.003 -0.044 0.038 -0.168
C 4.185 2.887 -1.813 0.035 0.005 0.001 -0.085
C 4.503 4.109 -2.385 -0.016 0.036 -0.011 -0.076
C 5.813 4.553 -2.315 -0.024 -0.028 0.012 -0.066
C 6.748 3.751 -1.675 0.072 -0.026 0.022 -0.146
H 4.990 1.204 -0.735 -0.023 -0.012 -0.034 0.097
H 3.176 2.500 -1.848 -0.007 0.008 -0.049 0.075
H 3.744 4.704 -2.876 0.001 0.000 -0.005 0.107
H 6.107 5.499 -2.747 0.021 -0.001 0.001 0.104
H 7.784 4.060 -1.602 -0.010 0.042 -0.021 0.107
N 0.416 2.194 7.137 -0.028 0.021 -0.013 0.056
C 0.044 3.108 8.031 0.041 -0.043 0.047 -0.145
C -0.741 4.210 7.721 0.004 -0.019 -0.038 -0.064
C -1.160 4.374 6.412 -0.030 0.040 -0.005 -0.075
C -0.781 3.432 5.468 0.001 -0.015 -0.003 -0.080
C 0.002 2.369 5.886 0.030 -0.057 0.024 -0.200
H 0.396 2.945 9.043 -0.024 0.039 0.016 0.107
H -1.013 4.921 8.489 0.012 -0.004 0.015 0.105
H -1.772 5.222 6.130 0.001 0.004 0.002 0.108
H -1.085 3.522 4.433 0.009 -0.003 -0.001 0.092
H 0.319 1.607 5.179 -0.045 0.112 0.171 -0.028
N 0.638 -4.750 -3.887 0.012 0.037 0.120 0.035
C 1.244 -5.189 -4.990 -0.046 0.124 -0.079 -0.149
C 1.874 -6.421 -5.080 -0.022 -0.001 0.046 -0.060
C 1.881 -7.244 -3.966 0.022 -0.031 -0.013 -0.065
C 1.258 -6.803 -2.809 0.022 -0.013 -0.030 -0.067
C 0.657 -5.557 -2.828 -0.096 0.087 0.079 -0.176
H 1.218 -4.517 -5.840 0.027 -0.034 -0.028 0.106
H 2.348 -6.725 -6.003 -0.001 0.019 -0.012 0.108
H 2.363 -8.211 -3.998 0.001 -0.002 -0.002 0.112
H 1.239 -7.411 -1.915 -0.012 0.010 0.008 0.105
H 0.155 -5.176 -1.942 0.033 -0.088 0.062 0.089